One molecule with the formula C5H9NOS2, computed with the ωB97M-V functional and the def2-TZVPD basis.

Computed properties:
**E_HOMO (alpha / beta)**: -0.2230 / -0.2230 Eh
**Kohn-Sham gap (alpha / beta)**: 4.84 / 4.84 eV
**Largest force on an atom**: 6.03 eV/Å
**Net charge**: 0
**Energy above the lowest of the compared OMol25 structures with the same formula, charge and spin**: 98.94 kcal per mole

```
18
C5H9NOS2 the ωB97M-V functional and the def2-TZVPD basis
C 0.522 -0.100 -0.082
C 2.031 -0.065 -0.487
C -1.546 0.493 -0.928
C 2.743 0.894 0.498
C -2.320 -1.389 0.989
N -0.393 0.923 -0.540
O -0.064 -1.361 -0.386
S 2.649 -1.731 -0.200
S -1.596 -1.286 -0.727
H 0.464 0.092 1.057
H 1.923 0.392 -1.578
H -2.270 0.979 -1.403
H 2.730 0.446 1.432
H 2.185 1.813 0.575
H 3.775 1.108 0.080
H -2.373 -0.390 1.186
H -1.640 -1.899 1.649
H -3.371 -1.930 0.895
```

---

One molecule with the formula C5H9NS, computed with the ωB97M-V functional and the def2-TZVPD basis.

Computed properties:
**Structure (SMILES)**: N[C@]12CCS[C@@H]1C2
**E_HOMO**: -0.2873 Eh
**Kohn-Sham gap**: 8.56 eV
**Largest force on an atom**: 5.11 eV/Å
**Net charge**: 0
**Energy above the lowest of the compared OMol25 structures with the same formula, charge and spin**: 119.30 kcal per mole

```
16
C5H9NS the ωB97M-V functional and the def2-TZVPD basis
N 1.352 -1.112 -0.205
C 0.091 -0.607 0.184
C -0.543 0.201 -1.050
C -0.065 1.678 -0.871
S 0.767 1.798 0.794
C -0.223 0.447 1.378
C -0.206 -1.169 1.509
H 1.862 -0.671 -0.938
H 1.310 -2.319 -0.239
H -0.137 -0.315 -1.863
H -1.738 0.173 -1.202
H -1.115 2.269 -0.763
H 0.602 2.216 -1.699
H -1.279 0.712 1.505
H -1.347 -1.456 1.545
H 0.672 -1.845 1.916
```

---

One molecule with the formula C5H9NS, computed with the ωB97M-V functional and the def2-TZVPD basis.

Computed properties:
**Structure (SMILES)**: CC1=C[C@H](N)CS1
**E_HOMO**: -0.2883 Eh
**Kohn-Sham gap**: 8.86 eV
**Largest force on an atom**: 2.80 eV/Å
**Net charge**: 0
**Energy above the lowest of the compared OMol25 structures with the same formula, charge and spin**: 16.40 kcal per mole

```
16
C5H9NS the ωB97M-V functional and the def2-TZVPD basis
C -2.398 -1.056 0.178
C -1.021 -0.425 -0.037
C 0.079 -1.174 -0.188
C 1.280 -0.304 -0.339
N 2.561 -0.626 0.224
C 0.943 1.116 0.188
S -0.814 1.279 -0.072
H -2.181 -1.869 0.911
H -2.879 -1.440 -0.765
H -3.060 -0.290 0.605
H 0.225 -2.233 -0.226
H 1.457 -0.190 -1.465
H 3.061 -1.280 -0.336
H 2.461 -0.864 1.218
H 1.531 1.829 -0.391
H 1.178 1.322 1.229
```

---

One molecule with the formula C5H9NS, computed with the ωB97M-V functional and the def2-TZVPD basis.

Computed properties:
**Structure (SMILES)**: N[C@]12CCS[C@@H]1C2
**E_HOMO**: -0.3150 Eh
**Kohn-Sham gap**: 9.50 eV
**Largest force on an atom**: 4.98 eV/Å
**Net charge**: 0
**Energy above the lowest of the compared OMol25 structures with the same formula, charge and spin**: 102.55 kcal per mole

```
16
C5H9NS the ωB97M-V functional and the def2-TZVPD basis
N 1.000 -0.210 1.545
C 0.674 -0.053 0.146
C -0.153 1.219 -0.309
C -1.707 0.536 -0.088
S -1.642 -1.241 0.443
C -0.028 -1.159 -0.516
C 1.385 -1.174 -0.674
H 0.186 -0.282 2.121
H 1.640 0.529 1.793
H 0.159 2.050 0.297
H 0.034 1.511 -1.319
H -2.427 0.552 -0.992
H -2.425 1.212 0.686
H -0.304 -0.619 -1.590
H 1.648 -1.234 -1.661
H 1.959 -1.637 0.119
```

---

One molecule with the formula C5H9NS, computed with the ωB97M-V functional and the def2-TZVPD basis.

Computed properties:
**Structure (SMILES)**: CC(=S)N=C(C)C
**E_HOMO**: -0.2962 Eh
**Kohn-Sham gap**: 8.41 eV
**Largest force on an atom**: 4.26 eV/Å
**Net charge**: 0
**Energy above the lowest of the compared OMol25 structures with the same formula, charge and spin**: 49.92 kcal per mole

```
16
C5H9NS the ωB97M-V functional and the def2-TZVPD basis
C -1.702 -1.611 -0.182
C -1.829 -0.072 -0.011
S -3.312 0.579 0.194
N -0.613 0.464 -0.198
C 0.670 0.590 0.003
C 1.258 0.283 1.394
C 1.465 1.206 -1.180
H -2.452 -2.215 -0.738
H -1.557 -2.218 0.851
H -0.637 -1.863 -0.742
H 2.397 0.511 1.323
H 1.053 -0.766 1.785
H 0.592 0.956 1.950
H 0.855 0.870 -2.074
H 2.469 0.958 -1.262
H 1.343 2.329 -1.113
```

---

C5H9NS as an isolated structure, computed with the ωB97M-V functional and the def2-TZVPD basis.

Computed properties:
**E_HOMO**: -0.3268 Eh
**Kohn-Sham gap**: 9.62 eV
**Largest force on an atom**: 7.30 eV/Å
**Net charge**: 0
**Energy above the lowest of the compared OMol25 structures with the same formula, charge and spin**: 98.70 kcal per mole

```
16
C5H9NS the ωB97M-V functional and the def2-TZVPD basis
C -0.144 -0.300 1.572
C -0.461 0.298 0.177
C 0.677 -0.411 -0.808
C -1.701 -0.172 -0.365
C -2.928 -0.381 -0.623
H -0.907 -0.011 2.472
H 0.461 -1.365 1.492
H 0.741 0.384 1.829
H 0.599 2.219 -0.235
H 0.721 -1.580 -0.425
H 0.417 -0.453 -1.868
H 2.551 -0.047 -1.457
H 2.418 -0.020 0.256
H -3.797 -0.522 -1.309
N 2.035 0.353 -0.636
S -0.683 2.007 -0.074
```

---

One molecule with the formula C5H9NS, computed with the ωB97M-V functional and the def2-TZVPD basis.

Computed properties:
**2S+1**: 3
**E_HOMO (alpha / beta)**: -0.1980 / -0.3317 Eh
**Kohn-Sham gap (alpha / beta)**: 6.22 / 6.73 eV
**Largest force on an atom**: 4.40 eV/Å
**Net charge**: 0
**Energy above the lowest of the compared OMol25 structures with the same formula, charge and spin**: 31.10 kcal per mole

```
16
C5H9NS the ωB97M-V functional and the def2-TZVPD basis
C 1.357 -0.065 0.002
C -0.749 0.173 -0.016
C 2.760 -0.382 0.001
C -1.540 -0.018 -1.290
C -1.510 0.264 1.263
N 0.326 -0.744 0.129
S 0.314 1.659 -0.313
H 3.441 0.213 -0.533
H 2.827 -1.398 -0.282
H 2.984 -0.320 1.147
H -2.346 -0.754 -1.157
H -0.858 -0.267 -1.970
H -1.935 0.873 -1.705
H -1.053 0.817 2.096
H -1.563 -0.790 1.665
H -2.454 0.739 0.962
```

---

One molecule with the formula C5H9NS, computed with the ωB97M-V functional and the def2-TZVPD basis.

Computed properties:
**2S+1**: 3
**E_HOMO (alpha / beta)**: -0.2493 / -0.3396 Eh
**Kohn-Sham gap (alpha / beta)**: 7.53 / 8.53 eV
**Largest force on an atom**: 4.58 eV/Å
**Net charge**: 0
**Energy above the lowest of the compared OMol25 structures with the same formula, charge and spin**: 46.36 kcal per mole

```
16
C5H9NS the ωB97M-V functional and the def2-TZVPD basis
C -2.111 0.412 0.465
C -1.383 1.082 -0.668
C 0.007 -1.215 0.216
C 1.064 -0.451 1.138
C -1.032 -0.229 -0.164
N 3.086 -0.272 -0.728
S 2.040 0.698 0.467
H -2.141 0.921 1.427
H -3.149 -0.012 0.347
H -1.876 1.274 -1.673
H -0.766 1.967 -0.388
H 0.572 -1.538 -0.717
H -0.470 -1.902 0.822
H 0.558 -0.174 2.009
H 3.231 0.380 -1.484
H 2.371 -0.940 -1.070
```

---

C5H9O as an isolated structure, computed with the ωB97M-V functional and the def2-TZVPD basis.

Computed properties:
**2S+1**: 2
**E_HOMO (alpha / beta)**: -0.2933 / -0.2932 Eh
**Kohn-Sham gap (alpha / beta)**: 8.55 / 5.69 eV
**Largest force on an atom**: 2.67 eV/Å
**Net charge**: 0
**Energy above the lowest of the compared OMol25 structures with the same formula, charge and spin**: 122.69 kcal per mole

```
15
C5H9O the ωB97M-V functional and the def2-TZVPD basis
C -0.593 0.320 -1.238
O -3.321 0.320 -2.513
C 0.041 0.136 0.155
C 1.394 -0.225 0.191
C 1.934 -0.635 1.479
C 1.536 -0.229 2.686
H -0.115 1.139 -1.776
H -3.350 0.337 -3.484
H -0.701 -0.279 0.850
H -1.677 0.371 -1.213
H 0.883 1.003 0.288
H -0.311 -0.594 -1.754
H 2.491 -1.550 1.484
H 1.994 -0.663 3.568
H 0.922 0.639 2.876
```

---

A 2-piece molecular cluster, C5H9O overall, computed with the ωB97M-V functional and the def2-TZVPD basis.

Computed properties:
**E_HOMO**: -0.5050 Eh
**Kohn-Sham gap**: 7.30 eV
**Largest force on an atom**: 4.95 eV/Å
**Net charge**: +1
**Energy above the lowest of the compared OMol25 structures with the same formula, charge and spin**: 93.18 kcal per mole

```
15
C5H9O the ωB97M-V functional and the def2-TZVPD basis
C -1.962 -0.588 2.857
C 1.041 1.122 -0.484
C -0.997 -0.802 2.009
C -0.012 -0.873 1.120
C 0.826 0.129 -2.602
O 1.575 0.571 -1.496
H -1.974 -0.159 3.980
H -3.011 -0.838 2.532
H 0.158 1.703 -0.645
H 0.262 0.006 0.561
H 0.508 -1.814 0.884
H 1.675 1.499 0.397
H 0.824 0.758 -3.591
H 1.384 -0.722 -3.074
H -0.296 0.009 -2.449
```